180
Properties=species:S:1:pos:R:3 method="wB97M-V/def2-TZVPD" energy_ha=-7897.2008 homo_ev=-9.29 e_lumo_ev=0.2 mol_weight_g_mol=1389.86 homo_lumo_gap_ev=9.5276 relative_energy_ev=0.000
O -3.021 -0.982 2.004
S -4.369 -0.912 2.458
O -5.286 -1.928 2.062
O -4.492 -0.940 3.992
C -3.651 -0.078 4.856
C -3.379 -0.809 6.115
C -4.901 0.635 2.048
H -4.224 0.836 5.026
H -2.758 0.145 4.262
H -4.271 -0.832 6.722
H -2.491 -0.474 6.640
H -3.192 -1.869 5.911
H -5.971 0.782 2.160
H -4.741 0.756 0.977
H -4.376 1.434 2.556
O -6.782 -2.188 -3.314
S -6.932 -2.536 -1.971
O -7.816 -3.590 -1.583
O -5.570 -2.883 -1.447
C -5.270 -4.064 -0.730
C -3.748 -4.274 -0.691
C -7.370 -1.088 -1.066
H -5.803 -4.966 -1.063
H -5.581 -3.905 0.285
H -3.478 -5.136 -0.048
H -3.258 -3.355 -0.314
H -3.299 -4.423 -1.677
H -7.295 -1.249 0.030
H -8.437 -1.041 -1.286
H -6.861 -0.135 -1.365
O -0.743 0.206 -3.199
S -0.119 -0.311 -2.027
O 1.059 -1.100 -2.288
O 0.291 0.908 -1.181
C 1.582 1.151 -0.592
C 1.622 2.597 -0.057
C -1.210 -1.149 -1.081
H 2.313 0.946 -1.351
H 1.781 0.458 0.253
H 0.983 2.847 0.818
H 1.500 3.317 -0.907
H 2.631 2.803 0.325
H -1.621 -2.010 -1.660
H -2.062 -0.470 -0.847
H -0.672 -1.550 -0.148
O 2.144 -6.266 0.834
S 1.004 -6.366 -0.014
O -0.310 -6.048 0.461
O 1.336 -5.368 -1.169
C 0.286 -5.134 -2.150
C 0.942 -4.508 -3.346
C 1.054 -7.888 -0.752
H -0.543 -4.611 -1.708
H -0.187 -6.097 -2.371
H 0.181 -4.564 -4.120
H 1.818 -5.107 -3.641
H 1.252 -3.496 -3.135
H 2.060 -8.054 -1.067
H 0.391 -8.037 -1.608
H 0.755 -8.532 0.037
O -1.387 7.833 -1.064
S -1.660 7.502 0.263
O -2.761 6.774 0.712
O -0.370 6.788 0.794
C -0.598 6.011 1.961
C 0.745 5.495 2.472
C -1.604 8.977 1.161
H -1.432 5.302 1.814
H -0.964 6.641 2.775
H 1.180 6.302 3.063
H 1.490 5.183 1.766
H 0.588 4.663 3.171
H -0.733 9.469 0.867
H -1.683 8.731 2.214
H -2.534 9.463 0.931
O 7.050 2.384 3.189
S 5.979 2.934 2.451
O 4.684 2.389 2.696
O 5.897 4.482 2.635
C 5.168 5.011 3.731
C 4.905 6.528 3.558
C 6.411 2.823 0.728
H 5.786 4.860 4.608
H 4.244 4.466 3.826
H 5.750 6.983 3.086
H 4.638 7.113 4.435
H 4.062 6.710 2.860
H 7.397 3.296 0.602
H 5.578 3.078 0.079
H 6.565 1.766 0.725
O 4.620 -0.686 -0.183
S 4.993 -1.251 1.106
O 5.264 -2.630 1.277
O 6.283 -0.316 1.645
C 7.176 -0.986 2.607
C 8.451 -1.368 1.902
C 3.836 -0.780 2.326
H 6.585 -1.836 2.972
H 7.342 -0.255 3.467
H 8.898 -0.545 1.328
H 8.373 -2.209 1.183
H 9.185 -1.754 2.627
H 3.656 0.290 2.345
H 4.227 -1.193 3.245
H 2.939 -1.288 1.992
C 1.100 1.476 3.792
O -0.250 1.192 3.987
H 1.795 0.911 4.442
H 1.497 1.376 2.775
H 1.159 2.504 4.165
H -0.447 0.246 3.928
C -1.977 2.398 1.362
O -1.926 2.896 2.720
H -1.057 2.627 0.835
H -2.066 1.309 1.286
H -2.777 2.916 0.870
H -1.335 2.220 3.123
C 3.344 2.015 -3.705
O 1.940 2.119 -3.741
H 3.673 1.051 -3.286
H 3.785 2.102 -4.672
H 3.791 2.772 -3.064
H 1.640 1.296 -4.198
C 3.218 -1.711 -5.650
O 2.451 -0.706 -4.959
H 3.496 -1.253 -6.595
H 4.149 -1.988 -5.099
H 2.561 -2.558 -5.852
H 2.217 -0.962 -4.064
C 4.324 -3.621 -1.897
O 5.012 -2.527 -2.368
H 4.814 -4.151 -1.071
H 3.346 -3.262 -1.534
H 4.186 -4.285 -2.778
H 4.928 -1.776 -1.720
C -2.520 4.562 -2.634
C -3.609 4.683 -1.529
C -4.702 3.700 -1.927
S -3.936 2.284 -2.616
O -4.576 1.844 -3.834
O -3.728 1.250 -1.603
C -2.250 3.008 -2.896
H -1.531 4.966 -2.223
H -2.727 5.047 -3.581
H -3.952 5.671 -1.299
H -3.137 4.355 -0.601
H -5.348 4.154 -2.691
H -5.365 3.331 -1.149
H -1.923 2.807 -3.921
H -1.672 2.485 -2.161
C 0.225 -5.028 3.999
C -1.277 -4.642 3.824
C -1.281 -3.702 2.573
S 0.077 -2.574 2.971
O -0.263 -1.734 4.144
O 0.581 -1.897 1.798
C 1.091 -3.828 3.776
H 0.541 -5.683 3.191
H 0.388 -5.438 4.966
H -1.706 -4.238 4.740
H -1.876 -5.524 3.515
H -2.139 -3.024 2.447
H -0.914 -4.162 1.683
H 1.383 -3.358 4.694
H 1.996 -4.003 3.213
C -3.398 -0.742 -5.848
C -1.905 -0.650 -6.144
C -1.306 -1.971 -5.662
S -2.425 -2.758 -4.538
O -1.793 -2.956 -3.293
O -3.070 -3.906 -5.104
C -3.532 -1.473 -4.471
H -3.960 -1.142 -6.720
H -3.755 0.304 -5.706
H -1.530 0.158 -5.520
H -1.643 -0.371 -7.142
H -0.330 -1.931 -5.098
H -1.157 -2.651 -6.503
H -3.206 -0.745 -3.724
H -4.537 -1.749 -4.230